Record 1
The following is a quantum chemistry calculation of a cluster of 2 separate species, CH9N2O in total at a distorted geometry, from OMol25.

For the lowest unoccupied orbital energy, the calculation gives -0.127 Ha. For the electronic energy, the calculation gives -227.97510 hartree. Its spin multiplicity is 1. As for the orbital gap: 10.455 eV. The relative energy (zero: lowest compared OMol25 entry of this formula, charge and spin) is 25.4 kcal/mol. The largest force on an atom is 0.070 Eh/bohr. As for the total charge: +1.

Atoms and positions in Å:
O 1.973 2.130 0.800
H 2.756 1.939 1.335
H -0.756 0.016 1.223
H 2.482 2.653 0.142
N -0.427 0.314 0.335
C -0.395 -0.959 -0.548
N -1.565 -1.798 -0.412
H -1.072 0.908 -0.124
H 0.575 0.778 0.366
H -0.131 -0.654 -1.613
H 0.564 -1.441 -0.357
H -1.563 -2.671 -0.926
H -2.442 -1.216 -0.220

natural (NBO) atomic charge list, values in e, 5 entries:
1. O -0.9629
2. H 0.4938
3. H 0.4393
4. H 0.4960
5. N -0.7010



Record 2
The following is a quantum chemistry calculation of a cluster of 2 separate species, CH9N2O in total at a distorted geometry, from OMol25.

For the lowest unoccupied orbital energy, the calculation gives -0.125 Ha. For the electronic energy, the calculation gives -227.99605 hartree. Its spin multiplicity is 1. As for the orbital gap: 12.082 eV. The relative energy (zero: lowest compared OMol25 entry of this formula, charge and spin) is 12.2 kcal/mol. The largest force on an atom is 0.027 Eh/bohr. As for the total charge: +1.

Atoms and positions in Å:
N -1.484 -0.275 -1.535
H -1.265 0.716 -1.554
H -2.492 -0.244 -1.633
H -0.327 -1.089 0.088
H -1.209 -0.696 -2.421
N 0.643 -0.858 0.359
C 0.564 0.579 0.834
O 1.469 0.641 1.872
H 0.998 -1.406 1.141
H 1.226 -0.888 -0.475
H -0.480 0.761 1.100
H 0.785 1.228 -0.006
H 1.573 1.531 2.232

natural (NBO) atomic charge list, values in e, 5 entries:
1. N -1.1181
2. H 0.3676
3. H 0.3921
4. H 0.4834
5. H 0.3847



Record 3
The following is a quantum chemistry calculation of a cluster of 2 separate species, CH9N2O in total at a distorted geometry, from OMol25.

For the lowest unoccupied orbital energy, the calculation gives -0.125 Ha. For the electronic energy, the calculation gives -227.98213 hartree. Its spin multiplicity is 1. As for the orbital gap: 12.240 eV. The relative energy (zero: lowest compared OMol25 entry of this formula, charge and spin) is 21.0 kcal/mol. The largest force on an atom is 0.078 Eh/bohr. As for the total charge: +1.

Atoms and positions in Å:
N 0.914 1.780 1.111
H 0.091 2.102 1.711
H 1.371 2.685 0.911
H 0.425 0.325 0.506
H 1.639 1.318 1.854
N 0.358 -0.456 -0.244
C -1.019 -0.899 -0.662
O -0.893 -1.956 -1.559
H 1.007 -0.128 -1.068
H 0.801 -1.239 0.154
H -1.526 -0.090 -1.118
H -1.450 -1.148 0.304
H -1.719 -2.293 -1.901

natural (NBO) atomic charge list, values in e, 5 entries:
1. N -1.1182
2. H 0.3986
3. H 0.4155
4. H 0.4721
5. H 0.3929



Record 4
The following is a quantum chemistry calculation of a cluster of 3 separate species, CH9N2O2 in total at a distorted geometry, from OMol25.

For the lowest unoccupied orbital energy (spin up / spin down), the calculation gives 0.024 / 0.023 Ha. For the electronic energy, the calculation gives -303.40717 hartree. Its spin multiplicity is 2. As for the orbital gap (spin up / spin down): 5.129 / 9.452 eV. The relative energy (zero: lowest compared OMol25 entry of this formula, charge and spin) is 3.7 kcal/mol. The largest force on an atom is 0.026 Eh/bohr.

Atoms and positions in Å:
N 0.924 2.391 -0.100
C 1.072 1.010 -0.127
N 0.119 0.226 -0.775
H 0.265 2.819 -0.726
H 1.695 2.942 0.218
H 2.010 0.546 0.075
H -0.065 -0.710 -0.491
H -0.689 0.732 -1.068
H 0.802 -2.311 0.988
H 1.650 -3.494 0.289
O 1.359 -2.585 0.261
H -3.332 -1.228 0.238
H -3.140 -0.190 1.411
O -2.998 -0.365 0.481

natural (NBO) atomic charge list, values in e, 5 entries:
1. N -0.8541
2. C 0.0269
3. N -0.8399
4. H 0.3662
5. H 0.3866



Record 5
The following is a quantum chemistry calculation of a cluster of 3 separate species, CH9N2O2 in total at a distorted geometry, from OMol25.

For the lowest unoccupied orbital energy, the calculation gives -0.125 Ha. For the electronic energy, the calculation gives -303.24408 hartree. Its spin multiplicity is 1. As for the orbital gap: 11.822 eV. The relative energy (zero: lowest compared OMol25 entry of this formula, charge and spin) is 31.7 kcal/mol. The largest force on an atom is 0.069 Eh/bohr. As for the total charge: +1.

Atoms and positions in Å:
N -0.206 1.681 -1.040
C 0.343 0.950 -0.060
N 0.885 -0.271 -0.327
H -0.372 1.345 -2.007
H -0.562 2.578 -0.892
H 0.154 1.256 0.987
H 1.002 -0.792 0.497
H 1.053 -0.838 -1.274
H 0.308 -2.740 -1.643
H 1.046 -3.357 -0.399
O 1.149 -2.697 -1.129
H -1.330 0.391 2.930
H -2.001 1.626 2.239
O -1.467 0.868 2.120

natural (NBO) atomic charge list, values in e, 5 entries:
1. N -0.7221
2. C 0.3874
3. N -0.7309
4. H 0.4263
5. H 0.4226



Record 6
The following is a quantum chemistry calculation of a cluster of 3 separate species, CH9N2O2 in total at a distorted geometry, from OMol25.

For the lowest unoccupied orbital energy, the calculation gives -0.138 Ha. For the electronic energy, the calculation gives -303.20534 hartree. Its spin multiplicity is 1. As for the orbital gap: 11.289 eV. The relative energy (zero: lowest compared OMol25 entry of this formula, charge and spin) is 56.0 kcal/mol. The largest force on an atom is 0.198 Eh/bohr. As for the total charge: +1.

Atoms and positions in Å:
N 0.132 -0.217 -1.759
C 0.531 -1.063 -0.689
N -0.200 -1.305 0.426
H -0.530 0.618 -1.577
H 0.590 -0.223 -2.636
H 1.527 -1.452 -0.686
H 0.255 -1.734 1.193
H -0.830 -0.518 0.580
H 1.552 1.910 0.223
H 2.351 0.762 0.541
O 1.630 0.860 0.118
H -2.653 1.056 0.764
H -2.289 0.783 2.240
O -2.066 0.522 1.263

natural (NBO) atomic charge list, values in e, 5 entries:
1. N -0.7634
2. C 0.4583
3. N -0.6968
4. H 0.4282
5. H 0.4303



Record 7
The following is a quantum chemistry calculation of a cluster of 2 separate species, CH9N3 in total, from OMol25.

For the lowest unoccupied orbital energy, the calculation gives 0.041 Ha. For the electronic energy, the calculation gives -207.75167 hartree. Its spin multiplicity is 1. As for the orbital gap: 10.124 eV. The relative energy (zero: lowest compared OMol25 entry of this formula, charge and spin) is 0.9 kcal/mol. The largest force on an atom is 0.013 Eh/bohr.

Atoms and positions in Å:
N 2.032 0.780 0.742
C 0.700 0.637 0.196
N 0.455 -0.357 -0.837
H 2.293 0.197 1.526
H 2.763 0.803 0.060
H 0.006 0.470 1.015
H 0.427 1.594 -0.244
H 1.020 -0.263 -1.666
H 0.542 -1.305 -0.502
N -2.874 -0.837 0.015
H -1.926 -0.667 -0.324
H -3.454 -0.023 -0.124
H -3.315 -1.643 -0.397

natural (NBO) atomic charge list, values in e, 5 entries:
1. N -0.8639
2. C -0.0631
3. N -0.8635
4. H 0.3638
5. H 0.3563



Record 8
The following is a quantum chemistry calculation of a structure of composition CH9N4 at a distorted geometry, from OMol25.

For the lowest unoccupied orbital energy (spin up / spin down), the calculation gives -0.119 / -0.119 Ha. For the electronic energy, the calculation gives -262.13347 hartree. Its spin multiplicity is 1. As for the orbital gap (spin up / spin down): 10.045 / 10.045 eV. The relative energy (zero: lowest compared OMol25 entry of this formula, charge and spin) is 132.3 kcal/mol. The largest force on an atom is 0.081 Eh/bohr. As for the total charge: +1.

Atoms and positions in Å:
C -0.961 0.371 0.754
N -2.168 -0.049 0.465
N 0.304 -1.295 -0.981
N 0.286 -0.028 -0.851
N 1.778 0.691 -0.063
H -0.706 1.456 0.513
H -0.357 0.045 1.655
H -2.552 -0.868 0.860
H -2.539 0.336 -0.368
H 0.623 -1.677 -1.863
H 0.385 -1.760 -0.168
H 2.075 1.166 -0.837
H 1.280 1.318 0.469
H 2.552 0.293 0.415

natural (NBO) atomic charge list, values in e, 5 entries:
1. C 0.0260
2. N -0.7316
3. N -0.5265
4. N -0.1564
5. N -0.7799



Record 9
The following is a quantum chemistry calculation of a cluster of 3 separate species, CH9NO3 in total at a distorted geometry, from OMol25.

For the lowest unoccupied orbital energy, the calculation gives 0.030 Ha. For the electronic energy, the calculation gives -323.96300 hartree. Its spin multiplicity is 1. As for the orbital gap: 10.983 eV. The relative energy (zero: lowest compared OMol25 entry of this formula, charge and spin) is 2.9 kcal/mol. The largest force on an atom is 0.029 Eh/bohr.

Atoms and positions in Å:
N -1.514 0.732 -0.117
C -1.418 -0.695 0.093
O -0.090 -1.143 0.149
H -1.801 1.235 0.712
H -2.317 0.883 -0.712
H -1.896 -1.013 1.032
H -1.967 -1.329 -0.613
H 0.397 -0.832 -0.619
O 1.821 0.046 -1.523
H 1.802 0.440 -0.635
H 1.752 0.764 -2.148
O 1.809 0.627 1.186
H 2.349 0.300 1.914
H 1.074 -0.015 1.282

natural (NBO) atomic charge list, values in e, 5 entries:
1. N -0.8452
2. C 0.0799
3. O -0.7607
4. H 0.3610
5. H 0.3578



Record 10
The following is a quantum chemistry calculation of a cluster of 3 separate species, CH9NO3 in total at a distorted geometry, from OMol25.

For the lowest unoccupied orbital energy, the calculation gives 0.017 Ha. For the electronic energy, the calculation gives -323.94001 hartree. Its spin multiplicity is 1. As for the orbital gap: 10.198 eV. The relative energy (zero: lowest compared OMol25 entry of this formula, charge and spin) is 17.3 kcal/mol. The largest force on an atom is 0.030 Eh/bohr.

Atoms and positions in Å:
N 0.414 0.667 1.321
C 1.380 0.775 0.320
O 1.294 -0.227 -0.731
H -0.589 0.699 1.281
H 0.751 0.395 2.223
H 1.263 1.712 -0.260
H 2.330 0.619 0.830
H 1.123 0.200 -1.586
O -1.421 -1.726 0.710
H -0.478 -1.574 0.468
H -1.878 -1.075 0.177
O -1.778 -0.126 -1.575
H -1.174 0.179 -0.893
H -1.237 -0.520 -2.283

natural (NBO) atomic charge list, values in e, 5 entries:
1. N -0.8750
2. C 0.0848
3. O -0.7675
4. H 0.3889
5. H 0.3840



Record 11
The following is a quantum chemistry calculation of a cluster of 4 separate species, CH9NO4 in total at a distorted geometry, from OMol25.

For the lowest unoccupied orbital energy, the calculation gives 0.016 Ha. For the electronic energy, the calculation gives -399.18691 hartree. Its spin multiplicity is 1. As for the orbital gap: 10.784 eV. The relative energy (zero: lowest compared OMol25 entry of this formula, charge and spin) is 40.6 kcal/mol. The largest force on an atom is 0.062 Eh/bohr.

Atoms and positions in Å:
N 1.622 -0.376 -2.227
C 2.444 0.037 -1.203
O 2.310 1.027 -0.511
H 1.376 0.335 -2.898
H 0.944 -1.150 -2.027
H 3.111 -0.709 -0.727
O -2.634 0.673 3.961
H -2.798 -0.214 3.585
H -1.727 0.640 3.603
O -1.384 -1.816 -1.468
H -1.929 -2.259 -0.807
H -2.039 -1.288 -1.936
O -0.009 1.460 1.087
H 0.890 1.277 0.774
H -0.177 2.363 0.794

natural (NBO) atomic charge list, values in e, 5 entries:
1. N -0.9012
2. C 0.5551
3. O -0.5944
4. H 0.3959
5. H 0.4382



Record 12
The following is a quantum chemistry calculation of a cluster of 4 separate species, CH9NO4 in total at a distorted geometry, from OMol25.

For the lowest unoccupied orbital energy, the calculation gives 0.028 Ha. For the electronic energy, the calculation gives -399.23656 hartree. Its spin multiplicity is 1. As for the orbital gap: 11.034 eV. The relative energy (zero: lowest compared OMol25 entry of this formula, charge and spin) is 9.4 kcal/mol. The largest force on an atom is 0.032 Eh/bohr.

Atoms and positions in Å:
N 0.129 -1.591 -0.852
C -1.215 -1.437 -0.836
O -1.684 -0.321 -0.885
H 0.561 -2.492 -0.892
H 0.613 -0.699 -0.951
H -1.786 -2.345 -0.610
O -0.968 2.484 -0.403
H -1.498 1.666 -0.464
H -1.382 3.071 -1.070
O 1.451 -1.004 2.381
H 1.178 -0.605 1.540
H 0.815 -0.698 3.038
O 1.181 0.917 -0.017
H 1.948 1.381 0.319
H 0.659 1.672 -0.299

natural (NBO) atomic charge list, values in e, 5 entries:
1. N -0.8242
2. C 0.5351
3. O -0.6687
4. H 0.3976
5. H 0.4345